Record 1
# C3H5NS2

2 unconnected molecules or ions with the total composition C3H5NS2 in a non-equilibrium geometry (wB97M-V/def2-TZVPD, the Open Molecules 2025 dataset).

XYZ file:
```
11
Properties=species:S:1:pos:R:3:forces:R:3
C 1.222642 1.355572 -0.178074 2.21 -0.35 0.42
C 0.313390 -0.957760 -0.136964 0.22 0.06 0.84
C -0.570060 0.224773 0.122476 -2.13 -2.53 3.22
N 0.023622 1.379399 0.163239 -2.28 3.15 -1.09
S 1.956624 -0.239874 -0.063652 0.75 0.06 -0.65
S -2.294342 0.041605 -0.285492 0.52 0.90 0.42
H 1.715640 2.281142 -0.393813 0.80 0.09 0.11
H 0.202086 -1.716579 0.629115 -0.02 -0.06 -0.08
H 0.085503 -1.374172 -1.090121 0.08 -0.45 -1.05
H -0.698224 0.048336 2.157240 0.21 0.13 -1.46
H -1.956877 -1.042446 -0.923950 -0.35 -1.00 -0.68
```
Positions in Å, forces in eV/Å.

The value obtained for the energy above the lowest of the compared OMol25 structures with the same formula, charge and spin is 102.87 kcal/mol. For the HOMO energy (spin up / spin down), the calculation gives -8.9500 / -7.5693 eV.



Record 2
# C3H33N2O11S2

12 unconnected molecules or ions with the total composition C3H33N2O11S2 in a non-equilibrium geometry (wB97M-V/def2-TZVPD, the Open Molecules 2025 dataset).

XYZ file:
```
51
Properties=species:S:1:pos:R:3:forces:R:3
S 1.360652 1.990480 3.745790 0.40 2.44 0.02
S 1.096577 1.109075 1.980396 0.28 -1.97 -0.98
C -0.544119 0.862996 1.145461 1.66 1.63 -3.14
C -0.517275 -0.357947 0.155010 -1.16 1.12 2.35
C -1.643659 -0.198898 -0.887667 0.48 -1.47 -1.32
N -1.681500 -1.547967 -1.482440 -0.26 -0.55 -0.56
N -0.839067 -1.618815 0.950058 2.61 0.13 -0.22
H 0.828224 1.437961 4.808283 -0.69 -1.44 0.34
H -0.485867 1.692045 0.320183 -0.69 -0.95 1.99
H -1.341962 0.923947 1.858398 -0.48 0.08 -0.16
H 0.487410 -0.482591 -0.274767 -0.61 -0.11 -0.10
H -1.465029 0.557038 -1.663908 0.59 0.02 0.51
H -2.660436 0.047564 -0.557587 0.69 -0.23 0.74
H -0.972830 -1.703650 -2.218133 -0.39 0.51 0.41
H -2.559558 -1.662254 -1.961608 -0.21 -0.14 -0.20
H -0.982044 -2.356052 0.275769 -0.30 -0.36 -0.85
H -1.695583 -1.567891 1.460486 -0.82 0.25 0.69
H 0.006472 -1.908749 1.489524 -0.57 0.41 -0.07
H 2.110593 -3.268262 1.851323 0.76 -0.25 0.56
H 2.779512 -2.273152 0.831761 0.33 -0.06 0.13
O 1.961237 -2.639838 1.160267 -1.75 0.14 -1.09
H 3.410842 0.023155 -0.706346 -0.54 -0.64 -0.61
H 2.494423 -0.036215 0.410209 -0.58 -0.45 0.09
O 2.628150 -0.504806 -0.434560 1.33 1.22 0.68
H 0.102513 -1.459782 -4.708625 -0.03 0.15 -0.03
H -0.428299 -0.124565 -4.053856 0.44 -0.78 -0.15
O -0.366333 -1.111255 -3.945765 -0.26 0.15 0.17
H -3.647986 -2.711383 0.243603 -0.01 -0.29 -0.54
H -4.415535 -1.827816 1.210097 -0.54 0.20 0.13
O -3.574286 -2.251474 1.074351 0.50 0.12 0.49
H 0.678561 1.935827 -3.761267 0.13 -0.28 -0.07
H 1.038736 1.043081 -4.912907 0.48 -0.08 -0.23
O 0.281637 1.370691 -4.438638 -1.18 0.69 -0.14
H 3.199211 2.009372 -3.481999 -0.81 -1.01 0.57
H 2.615321 0.543990 -3.069702 0.41 1.02 -0.26
O 2.438283 1.520946 -3.083028 1.11 0.35 0.01
H 3.356085 -1.050835 2.973088 -0.14 0.90 -0.05
H 2.942987 -1.940326 4.144242 -0.33 0.24 0.99
O 3.331221 -1.942387 3.285737 0.71 -1.05 -0.41
H -3.308986 2.921206 -1.021893 0.36 -1.80 0.50
H -2.274183 2.887321 -0.003545 -0.44 -1.50 -0.16
O -2.819418 2.207927 -0.500304 -0.21 3.97 -0.19
H -0.593459 4.156148 3.004540 0.12 -0.13 -0.17
H -2.075626 4.466580 2.851912 0.58 -0.51 -0.49
O -1.364410 3.897605 2.482017 -0.73 0.56 0.63
H -2.675903 0.609514 4.049710 -0.17 -0.53 -0.04
H -1.793711 1.770027 4.057955 0.49 0.69 -0.16
O -1.811045 0.873756 3.723635 -0.56 -0.21 0.60
H 3.849662 -1.696739 -3.001055 0.46 -0.42 0.06
H 2.464195 -1.467151 -2.357458 -0.17 -0.34 0.39
O 3.075604 -1.147460 -3.016755 -0.31 0.50 -0.65
```
Positions in Å, forces in eV/Å.

The value obtained for the energy above the lowest of the compared OMol25 structures with the same formula, charge and spin is 10.35 kcal/mol. For the HOMO energy, the calculation gives -11.4344 eV. The total charge is +1.



Record 3
# C4H3NO2

C4H3NO2 in the gas phase in a non-equilibrium geometry (wB97M-V/def2-TZVPD, the Open Molecules 2025 dataset).

XYZ file:
```
10
Properties=species:S:1:pos:R:3:forces:R:3
C 1.116842 -0.563230 -0.166381 -0.18 -0.82 -1.45
C 1.523336 0.787871 -0.184797 2.00 8.38 -0.31
C -0.371730 -0.591990 -0.293989 -0.69 -4.30 0.92
C -1.208243 0.309334 0.517583 0.27 0.53 -0.31
H -0.524429 -1.718509 -0.365717 -0.67 1.34 0.28
H -0.582445 1.263095 0.696217 -1.86 -1.41 0.66
H -2.068803 -0.123922 1.150151 1.52 1.12 -1.16
N 1.609998 1.993174 -0.265931 -0.34 -6.40 0.45
O 1.807588 -1.555911 -0.139719 -0.52 0.88 0.35
O -1.302112 0.200087 -0.947416 0.46 0.67 0.57
```
Positions in Å, forces in eV/Å.

The value obtained for the energy above the lowest of the compared OMol25 structures with the same formula, charge and spin is 82.88 kcal/mol. For the HOMO energy, the calculation gives -11.0040 eV. Its SMILES is N#CC(=O)[C@H]1CO1.



Record 4
# H2N3O

2 unconnected molecules or ions with the total composition H2N3O in a non-equilibrium geometry (wB97M-V/def2-TZVPD, the Open Molecules 2025 dataset).

XYZ file:
```
6
Properties=species:S:1:pos:R:3:forces:R:3
N 1.148613 0.473024 -0.558125 1.43 1.83 -1.50
N -0.592277 -1.675506 -0.287122 -0.86 3.37 1.71
N 0.125020 0.159697 0.027240 -2.44 -3.13 1.37
O -0.443309 0.900989 0.866882 -0.42 -0.11 -0.38
H 1.246127 1.522759 -0.352626 0.25 -1.37 0.05
H -1.484173 -1.380963 0.303751 2.03 -0.59 -1.26
```
Positions in Å, forces in eV/Å.

The value obtained for the energy above the lowest of the compared OMol25 structures with the same formula, charge and spin is 95.95 kcal/mol. For the HOMO energy, the calculation gives -2.9986 eV. The total charge is -1.



Record 5
# C8H14BNO4

2 unconnected molecules or ions with the total composition C8H14BNO4 in a non-equilibrium geometry (wB97M-V/def2-TZVPD, the Open Molecules 2025 dataset).

XYZ file:
```
28
Properties=species:S:1:pos:R:3:forces:R:3
C 2.876285 0.127986 0.656942 -0.37 -0.15 0.01
C 1.645885 -0.383685 0.420232 0.84 -0.23 0.34
C 1.431832 -1.678713 -0.350711 -0.98 -0.79 0.91
C 0.993530 -2.920965 0.503110 0.59 1.05 1.27
C -0.379791 -2.472226 0.883615 0.15 -0.29 -0.51
N -0.861569 -1.648026 0.030083 -0.52 -0.52 0.11
B -2.177529 -0.843239 0.132028 0.18 0.47 -0.12
O -2.092162 0.349603 -0.461137 0.02 -0.16 0.83
O -3.245900 -1.300726 0.810129 0.16 -0.29 -0.24
C 0.100464 -1.482462 -1.096466 0.64 -0.29 -0.03
H 3.629257 -0.465476 1.175309 0.70 -0.47 -1.58
H 3.112215 1.144752 0.359430 -0.49 0.57 1.59
H 0.783875 0.160398 0.802579 -0.13 0.83 -1.53
H 2.246875 -1.906828 -1.027078 0.10 0.05 0.05
H 1.025360 -3.904306 0.029005 -0.18 0.06 -0.18
H 1.584412 -2.955108 1.421296 0.10 -0.36 -0.08
H -0.917586 -2.755175 1.781063 -0.09 0.05 -0.02
H -1.247313 0.756728 -0.159658 0.12 1.17 -0.78
H -3.226072 -2.225605 1.066006 -0.15 -0.08 0.04
H -0.024437 -0.548389 -1.631585 -0.11 0.09 0.15
H -0.029273 -2.350462 -1.748192 -0.29 0.22 -0.25
C -1.204485 4.061495 -0.959335 0.01 0.07 0.04
C -0.137013 3.712901 0.094768 -0.14 0.12 0.00
O 0.209256 4.599084 0.881465 0.06 -0.06 0.00
O 0.298537 2.517049 0.050306 -0.27 -0.98 0.00
H -1.525435 5.096877 -0.860053 0.02 0.00 0.02
H -0.797798 3.907444 -1.960744 -0.01 -0.06 0.00
H -2.071422 3.407075 -0.842405 0.02 -0.04 -0.04
```
Positions in Å, forces in eV/Å.

The value obtained for the energy above the lowest of the compared OMol25 structures with the same formula, charge and spin is 0.00 kcal/mol. For the HOMO energy, the calculation gives -6.7632 eV.



Record 6
# C19H24N4O4

C19H24N4O4 in the gas phase in a non-equilibrium geometry (wB97M-V/def2-TZVPD, the Open Molecules 2025 dataset).

XYZ file:
```
51
Properties=species:S:1:pos:R:3:forces:R:3
C -3.246365 -1.388392 -0.823235 0.22 0.03 0.14
C -1.970140 -1.763496 -0.082350 -0.12 -0.20 -0.18
C -1.497656 -3.175023 -0.427542 0.42 0.29 0.31
C -0.265785 -3.586009 0.378800 -0.57 -0.41 0.15
H 0.043022 -4.602482 0.120455 0.01 0.12 0.06
H -0.471940 -3.521669 1.451955 0.04 -0.11 -0.19
O 0.844770 -2.745706 0.071474 0.13 0.17 -0.19
C 1.104486 -1.738587 0.924580 0.05 -0.17 0.16
O 0.537406 -1.606561 1.986391 0.07 0.07 -0.12
C 2.116336 -0.794603 0.435439 0.41 0.29 0.04
C 3.031283 -1.046499 -0.529859 -0.29 -0.15 0.33
N 3.915625 -0.065691 -0.918087 0.14 -0.14 -0.29
C 3.992823 1.104982 -0.220724 0.04 0.67 0.50
N 4.890151 2.064499 -0.319317 0.19 -0.52 -0.57
C 4.487157 2.934977 0.634255 -0.26 -0.35 -0.02
N 3.418319 2.565310 1.293883 -0.37 0.66 0.72
N 3.100198 1.384021 0.743131 0.81 -0.47 -0.75
C 1.956572 0.580298 1.074148 -0.59 -0.18 0.20
C 0.669830 1.183935 0.545532 -0.08 0.22 -0.03
C -0.458513 1.217873 1.358228 -0.14 0.08 -0.01
C -1.675470 1.649036 0.862857 -0.10 0.09 -0.17
C -1.763785 2.087155 -0.478176 -0.17 -0.04 0.18
C -0.629263 2.071835 -1.269933 -0.20 0.03 -0.08
C 0.578972 1.611231 -0.764908 0.07 -0.07 0.24
H 1.446141 1.591386 -1.408687 0.11 0.01 -0.08
H -0.671831 2.404933 -2.294429 -0.07 0.05 -0.09
O -3.001983 2.485391 -0.884304 0.18 -0.13 0.37
C -3.157626 2.932880 -2.206829 -0.01 0.06 -0.22
H -2.915900 2.146310 -2.929970 0.01 0.03 0.02
H -4.208900 3.199275 -2.304457 0.08 0.00 -0.04
H -2.541289 3.814848 -2.410616 -0.01 -0.04 0.00
O -2.837609 1.677858 1.567899 0.07 0.10 -0.37
C -2.816637 1.217537 2.897268 0.01 -0.07 0.22
H -2.178458 1.843640 3.529149 0.00 -0.03 -0.02
H -2.477229 0.178729 2.958115 0.01 0.02 0.00
H -3.845932 1.284220 3.246250 0.09 -0.02 0.02
H -0.370769 0.868312 2.372999 -0.04 -0.05 0.14
H 1.888941 0.483430 2.164498 0.07 0.02 -0.22
H 5.004304 3.850205 0.832119 0.07 0.25 0.13
H 4.656089 -0.267468 -1.570811 -0.08 0.00 0.11
C 3.198385 -2.347937 -1.244332 0.00 -0.08 -0.10
H 4.178484 -2.402930 -1.714108 0.06 0.00 -0.02
H 2.434066 -2.450117 -2.012738 0.00 -0.04 -0.06
H 3.082821 -3.182024 -0.559201 0.04 -0.01 -0.06
H -2.291856 -3.893783 -0.216570 -0.03 -0.08 -0.03
H -1.260439 -3.230867 -1.492204 -0.05 -0.08 -0.07
H -2.139725 -1.697206 0.994012 0.08 0.06 0.07
H -1.186596 -1.045443 -0.335284 0.03 0.05 0.07
H -3.549815 -0.378472 -0.559726 -0.11 0.13 -0.03
H -3.090535 -1.432893 -1.899364 -0.04 0.01 -0.15
H -4.054132 -2.070267 -0.565665 -0.14 -0.06 -0.01
```
Positions in Å, forces in eV/Å.

The value obtained for the energy above the lowest of the compared OMol25 structures with the same formula, charge and spin is 72.22 kcal/mol. For the HOMO energy, the calculation gives -7.9150 eV. Its SMILES is CCCCOC(=O)C1=C(C)Nc2ncnn2[C@H]1c1ccc(OC)c(OC)c1.



Record 7
# C6H10N7

2 unconnected molecules or ions with the total composition C6H10N7 in a non-equilibrium geometry (wB97M-V/def2-TZVPD, the Open Molecules 2025 dataset).

XYZ file:
```
23
Properties=species:S:1:pos:R:3:forces:R:3
C -0.528998 2.091745 -2.094621 0.98 0.58 0.39
C -2.650906 -0.851829 1.362086 -2.05 -0.15 -0.45
C 1.096969 1.130633 -1.026974 -3.56 2.61 -2.07
C -0.545783 -0.385500 0.835981 0.18 -0.08 0.53
C 0.223410 -2.756819 0.750319 0.82 2.51 -3.19
C 1.931308 0.765074 0.029215 -0.51 0.45 -0.34
N 0.186611 2.187586 -0.972237 1.32 -1.24 0.91
N -1.766424 0.148272 1.159042 0.36 2.08 -1.28
N -0.084900 1.109920 -2.889768 -2.26 1.62 -0.58
N -2.064424 -2.006073 1.242906 -1.93 -0.28 0.66
N 0.855550 0.580856 -2.208174 1.68 -3.25 -1.38
N -0.816550 -1.692481 0.974918 3.08 -0.32 -1.16
N 2.019190 1.652928 0.926080 1.57 1.00 3.64
H -1.286115 2.826136 -2.345838 0.04 -0.42 -0.14
H -3.748350 -0.665435 1.396337 1.18 -0.46 0.42
H 0.105211 -3.322255 -0.283092 0.03 1.37 2.12
H 1.242180 -2.159563 0.763012 -2.08 -1.56 0.04
H 0.139856 -3.433173 1.522488 0.10 -1.51 1.66
H 2.511683 -0.111881 0.026651 0.64 -0.94 0.14
H 1.180565 -0.226548 -2.750568 0.82 0.12 1.18
H 2.642769 1.484705 1.806455 -1.79 0.69 -2.17
H -2.012443 1.155955 0.945664 0.45 -1.92 0.72
H 1.369592 2.477746 0.830119 0.94 -0.89 0.34
```
Positions in Å, forces in eV/Å.

The value obtained for the energy above the lowest of the compared OMol25 structures with the same formula, charge and spin is 39.97 kcal/mol. For the HOMO energy (spin up / spin down), the calculation gives -12.6499 / -12.6494 eV. The total charge is +1.



Question: Which formula does entry 1 have?
Answer: C3H5NS2



Copy entry 7 word for word.
# C6H10N7

2 unconnected molecules or ions with the total composition C6H10N7 in a non-equilibrium geometry (wB97M-V/def2-TZVPD, the Open Molecules 2025 dataset).

XYZ file:
```
23
Properties=species:S:1:pos:R:3:forces:R:3
C -0.528998 2.091745 -2.094621 0.98 0.58 0.39
C -2.650906 -0.851829 1.362086 -2.05 -0.15 -0.45
C 1.096969 1.130633 -1.026974 -3.56 2.61 -2.07
C -0.545783 -0.385500 0.835981 0.18 -0.08 0.53
C 0.223410 -2.756819 0.750319 0.82 2.51 -3.19
C 1.931308 0.765074 0.029215 -0.51 0.45 -0.34
N 0.186611 2.187586 -0.972237 1.32 -1.24 0.91
N -1.766424 0.148272 1.159042 0.36 2.08 -1.28
N -0.084900 1.109920 -2.889768 -2.26 1.62 -0.58
N -2.064424 -2.006073 1.242906 -1.93 -0.28 0.66
N 0.855550 0.580856 -2.208174 1.68 -3.25 -1.38
N -0.816550 -1.692481 0.974918 3.08 -0.32 -1.16
N 2.019190 1.652928 0.926080 1.57 1.00 3.64
H -1.286115 2.826136 -2.345838 0.04 -0.42 -0.14
H -3.748350 -0.665435 1.396337 1.18 -0.46 0.42
H 0.105211 -3.322255 -0.283092 0.03 1.37 2.12
H 1.242180 -2.159563 0.763012 -2.08 -1.56 0.04
H 0.139856 -3.433173 1.522488 0.10 -1.51 1.66
H 2.511683 -0.111881 0.026651 0.64 -0.94 0.14
H 1.180565 -0.226548 -2.750568 0.82 0.12 1.18
H 2.642769 1.484705 1.806455 -1.79 0.69 -2.17
H -2.012443 1.155955 0.945664 0.45 -1.92 0.72
H 1.369592 2.477746 0.830119 0.94 -0.89 0.34
```
Positions in Å, forces in eV/Å.

The value obtained for the energy above the lowest of the compared OMol25 structures with the same formula, charge and spin is 39.97 kcal/mol. For the HOMO energy (spin up / spin down), the calculation gives -12.6499 / -12.6494 eV. The total charge is +1.